1.
{
  "formula": "C24H65N4O10Zn",
  "method": "ωB97M-V/def2-TZVPD",
  "charge": 1,
  "e_above_lowest_ev": 14.7425,
  "total_energy_ha": -3703.455653,
  "largest_force_ev_per_a": 3.927,
  "e_homo_ev": -10.15,
  "species": ["Zn", "O", "C", "O", "O", "H", "C", "C", "C", "O", "H", "H", "H", "H", "H", "H", "H", "H", "C", "C", "C", "O", "H", "H", "H", "H", "H", "H", "H", "H", "C", "C", "C", "O", "C", "N", "H", "H", "H", "H", "H", "H", "H", "H", "H", "H", "H", "C", "C", "C", "O", "C", "N", "H", "H", "H", "H", "H", "H", "H", "H", "H", "H", "H", "C", "C", "C", "O", "C", "N", "H", "H", "H", "H", "H", "H", "H", "H", "H", "H", "H", "C", "C", "C", "O", "C", "N", "H", "H", "H", "H", "H", "H", "H", "H", "H", "H", "H", "C", "O", "H", "H", "H", "H"],
  "xyz": [[1.641705, -2.148902, 2.104540], [0.336925, 1.149178, -2.545120], [0.653005, 0.401128, -1.440980], [0.968945, 0.831378, -0.368720], [0.645465, -0.846362, -1.366280], [0.701725, 1.983918, -2.242250], [-1.154205, 1.572588, -10.504560], [-0.331925, 1.775108, -9.251340], [0.237065, 3.149338, -9.088180], [-1.327095, 1.561188, -8.165100], [-1.614785, 2.514158, -10.803570], [-1.957225, 0.861228, -10.311580], [-0.612055, 1.121028, -11.335390], [0.366225, 0.948438, -9.119770], [0.525075, 3.311128, -8.049440], [-0.488745, 3.939278, -9.281280], [1.058775, 3.321748, -9.783280], [-0.854785, 1.642138, -7.333250], [3.683435, 7.050768, -0.083010], [2.344435, 7.181298, -0.700010], [1.676935, 8.568658, -0.963960], [2.308215, 6.517848, -1.909480], [4.369165, 7.641178, -0.690700], [4.043965, 6.026328, -0.175980], [3.816805, 7.451018, 0.922030], [1.569215, 6.701778, -0.102350], [1.837595, 9.160588, -0.062900], [0.617825, 8.386168, -1.145870], [2.145955, 9.144838, -1.761540], [3.204985, 6.225568, -2.088310], [-0.855535, -1.164122, 7.375030], [-0.769065, -1.913802, 5.971380], [-2.075085, -1.837462, 5.189020], [-1.724015, -2.418962, 3.862960], [-2.887825, -2.846032, 3.130130], [0.280135, -1.125932, 5.312070], [-0.075605, -1.446472, 8.082200], [-1.725945, -1.399182, 7.987590], [-0.841725, -0.081492, 7.249210], [-0.557945, -2.972122, 6.124640], [-2.250095, -0.823782, 4.828550], [-2.928065, -2.319462, 5.666710], [-3.563255, -1.993952, 3.053640], [-3.396945, -3.675682, 3.620600], [-2.672925, -3.254242, 2.142570], [0.014575, -0.151582, 5.326320], [0.960785, -1.087932, 6.057300], [4.790115, 3.977538, 7.757720], [5.041915, 4.272918, 6.241690], [6.324545, 3.553048, 5.821170], [7.479345, 4.167278, 6.457300], [8.532785, 3.221858, 6.745590], [3.838725, 3.937038, 5.411230], [4.144825, 4.688278, 8.274000], [5.742195, 4.054628, 8.282800], [4.267015, 3.049658, 7.989050], [5.212265, 5.342008, 6.114700], [6.421055, 3.714338, 4.747500], [5.925615, 2.556098, 6.008360], [9.475915, 3.635228, 7.102990], [8.768755, 2.722448, 5.805900], [8.202765, 2.463138, 7.455190], [3.082495, 4.600908, 5.497770], [3.975475, 3.832238, 4.416030], [2.500425, -8.548552, 1.222140], [1.546165, -7.443872, 0.748200], [0.230845, -8.021192, 0.266330], [-0.429785, -8.728232, 1.315130], [-1.738655, -9.121482, 1.036130], [1.224505, -6.677372, 1.916630], [3.537675, -8.260142, 1.392560], [2.490375, -9.416372, 0.562680], [2.204795, -8.988602, 2.174530], [1.853025, -6.778652, -0.058900], [0.317225, -8.795102, -0.496370], [-0.351625, -7.260322, -0.253200], [-2.382535, -8.275022, 0.797340], [-2.173335, -9.627972, 1.897880], [-1.845425, -9.703482, 0.120720], [1.746195, -7.073262, 2.685540], [0.321985, -7.127952, 1.966970], [-7.028065, -0.983502, -3.761040], [-7.229425, 0.540608, -3.922350], [-6.208585, 1.359818, -3.027260], [-6.618005, 1.460798, -1.718870], [-5.972305, 2.533318, -0.940060], [-7.003105, 0.960168, -5.245760], [-5.997095, -1.250712, -3.993000], [-7.684365, -1.559222, -4.413670], [-7.281645, -1.153582, -2.714680], [-8.212315, 0.902368, -3.620450], [-6.185575, 2.357108, -3.466570], [-5.261785, 0.859178, -3.229810], [-6.156875, 2.219158, 0.087240], [-6.385515, 3.532318, -1.079140], [-4.907735, 2.525128, -1.174010], [-7.157735, 1.958188, -5.257870], [-6.054295, 0.780978, -5.541980], [-0.909935, -4.759292, -6.548140], [0.053565, -4.694412, -5.523510], [-1.713375, -4.044422, -6.370490], [-0.377645, -4.486912, -7.459500], [-1.234915, -5.782272, -6.737930], [-0.095055, -3.847402, -5.096790]],
  "forces_ev_per_a": [[-0.614, 0.143, 0.112], [0.798, -1.986, 2.114], [-1.215, -0.178, -3.138], [1.018, 2.398, 2.939], [-0.328, -1.568, -0.900], [-0.110, 1.134, -0.482], [-0.216, -0.236, -0.365], [-1.935, -0.793, 1.098], [0.327, 0.445, -0.058], [0.493, 0.171, -0.588], [0.033, -0.057, -0.174], [-0.009, 0.064, 0.237], [0.314, 0.389, -0.035], [0.508, 0.287, -0.218], [0.524, -0.060, -0.059], [-0.328, -0.259, -0.173], [0.252, -0.005, 0.215], [0.037, 0.052, 0.127], [1.228, 0.968, -0.171], [-2.634, 1.149, 0.408], [1.376, -0.252, 1.049], [0.506, -1.262, -1.713], [0.279, 0.143, -0.150], [-0.152, -0.152, 0.436], [-0.345, -0.300, 0.085], [0.181, -0.341, 0.641], [-0.495, 0.190, 0.164], [0.152, 0.273, -0.089], [-0.048, -0.315, -0.249], [-0.045, -0.129, -0.406], [-0.936, -1.030, 0.214], [-1.356, 1.762, 1.776], [1.567, 0.034, -2.482], [-0.700, -1.066, 0.375], [0.023, 0.183, 0.695], [0.956, -0.978, -0.325], [0.574, -0.014, -0.489], [-0.498, -0.083, -0.375], [-0.019, -0.045, -0.109], [0.610, 0.161, -0.237], [-0.625, 0.440, 1.062], [0.089, -0.010, -0.080], [-0.252, -0.070, -0.238], [-0.109, 0.072, 0.431], [0.641, 0.485, -0.013], [-0.600, 0.252, -0.570], [1.058, -0.227, -0.276], [-0.225, 0.619, -0.261], [-0.950, 1.293, 0.768], [-1.049, 1.329, -0.540], [-0.566, -1.330, 0.466], [-0.673, -0.474, -0.904], [0.453, -0.904, 0.391], [-0.041, 0.527, -0.421], [0.035, -0.286, -0.018], [0.454, -0.471, -0.520], [0.244, 0.210, 0.334], [0.253, -0.337, -0.229], [1.684, -0.933, 0.360], [-0.501, 0.767, 0.069], [0.161, -0.281, -0.065], [-0.115, 0.015, 0.130], [0.209, 0.166, 0.433], [0.615, 0.073, -0.003], [0.472, -0.876, -0.774], [0.766, -1.280, -0.303], [-0.428, -1.919, -1.423], [0.412, 0.838, 0.539], [-0.943, 0.420, -0.560], [-0.811, 0.957, 0.501], [-0.006, 0.395, -0.353], [0.247, 0.117, -0.342], [-0.541, 0.292, 0.083], [0.788, -0.352, -0.128], [0.794, 0.112, -0.492], [-0.590, 0.434, 0.636], [-0.053, 0.533, 0.318], [0.315, -0.126, -0.124], [0.441, -0.659, 0.057], [0.010, 0.339, 0.261], [-0.839, 1.006, 2.098], [-0.696, 1.260, 0.329], [1.104, 0.038, 1.688], [-1.254, -0.364, -1.463], [0.371, 0.893, 1.815], [-0.477, -1.830, -0.458], [-0.365, 0.304, -1.701], [0.079, -0.012, 0.179], [-0.069, 0.126, 0.071], [0.275, -0.625, 0.005], [-0.250, -0.479, 0.059], [0.211, 0.221, -0.164], [0.677, 0.076, 0.569], [0.250, 0.235, 0.021], [-0.227, -0.109, -0.447], [0.097, 0.135, 0.168], [0.111, 0.140, -0.562], [0.171, -0.007, -0.113], [0.656, 0.174, -1.127], [-0.014, -0.030, 0.957], [-0.289, -0.371, -0.141], [-0.341, 0.279, -0.406], [-0.319, 0.053, 0.548], [0.301, -0.098, 0.174]]
}

---

2.
{
  "formula": "C2H8N2S",
  "method": "ωB97M-V/def2-TZVPD",
  "smiles": "C=C.NSN",
  "e_above_lowest_ev": 2.6097,
  "total_energy_ha": -588.583976,
  "largest_force_ev_per_a": 4.556,
  "e_homo_ev": -7.97,
  "species": ["C", "C", "H", "H", "H", "H", "N", "S", "N", "H", "H", "H", "H"],
  "xyz": [[-1.742367, -0.897095, -0.051251], [-1.270926, -0.089490, -1.045001], [-2.031272, -0.211005, 0.743414], [-1.651836, -1.915886, 0.114437], [-1.291774, 1.008926, -0.934299], [-1.495200, -0.414492, -2.066038], [1.520848, 1.612336, -0.107117], [1.315363, -0.041669, -0.586640], [1.245957, -0.771833, 0.844246], [0.683066, 2.117957, -0.035498], [2.375793, 1.783850, 0.429260], [0.394140, -1.015957, 1.278301], [1.948213, -1.165641, 1.416187]],
  "forces_ev_per_a": [[0.668, 4.506, -0.040], [-2.983, -1.114, -0.278], [0.173, -0.959, 0.976], [-0.448, -1.806, -0.366], [-0.116, -0.700, 0.118], [1.629, -0.115, -0.137], [1.447, -2.076, -1.416], [2.232, 2.004, 0.321], [-0.648, -1.025, 0.716], [-0.697, 0.910, 0.715], [-1.066, 0.313, -0.289], [-1.715, 0.149, 0.008], [1.526, -0.089, -0.327]]
}

---

3.
{
  "formula": "C8H9BN2O2",
  "method": "ωB97M-V/def2-TZVPD",
  "e_above_lowest_ev": 5.7343,
  "total_energy_ha": -594.989076,
  "largest_force_ev_per_a": 6.077,
  "e_homo_ev": [-7.82, -7.79],
  "species": ["B", "C", "C", "C", "C", "C", "C", "C", "C", "N", "N", "O", "O", "H", "H", "H", "H", "H", "H", "H", "H", "H"],
  "xyz": [[0.697799, 1.789082, 0.576308], [-3.386053, -1.511755, -0.072449], [-2.137982, -1.869317, 0.384928], [-3.676760, -0.192624, -0.460303], [-1.116972, -0.861192, 0.605521], [-1.518330, 2.535166, -0.340259], [-2.713943, 0.739361, -0.265393], [-1.392715, 0.408103, 0.297929], [2.464715, -0.499422, -1.368302], [-2.673464, 2.141283, -0.636934], [-0.631169, 1.607932, 0.265758], [1.391917, 2.757938, 0.981649], [2.164305, -0.325065, -0.115458], [-4.168466, -2.327134, 0.122106], [-2.007879, -2.905862, 0.725111], [-4.596023, 0.147305, -1.044478], [0.018534, -1.002828, 0.839359], [-1.406172, 3.570067, -0.384625], [2.552814, 0.516297, -1.745886], [1.753701, -1.028123, -2.023501], [3.390593, -1.106444, -1.449793], [2.375275, 2.901010, 1.085392]],
  "forces_ev_per_a": [[0.423, -2.933, -1.515], [-1.172, -1.340, 1.037], [1.146, 1.015, 1.156], [-1.618, 0.343, -1.236], [2.649, -2.252, 0.111], [-0.125, 0.185, 0.798], [2.879, 1.483, 0.286], [-3.253, 1.217, -1.549], [0.587, 0.292, -2.705], [-1.258, -2.551, 0.029], [-1.117, -0.832, -0.390], [2.942, 2.267, 1.156], [-2.495, 1.248, 5.399], [0.913, 1.461, -1.152], [0.296, 0.617, -0.253], [1.096, -0.778, 1.233], [-2.163, -0.607, -0.202], [1.441, 1.510, -0.081], [0.844, 0.096, -1.509], [-0.489, -0.121, 0.046], [0.177, 0.444, -0.231], [-1.704, -0.763, -0.428]]
}